[1]
{"formula": "C30H30BrHfN7O2S", "method": "ωB97M-V with the def2-TZVPD basis set", "total_charge": 2, "de_lowest_kcal_mol": 0.00, "energy_ev": -128298.235, "e_homo_ev": -13.35, "homo_lumo_gap_ev": 7.40, "species": ["Hf", "Br", "S", "O", "O", "N", "N", "N", "N", "N", "N", "N", "C", "C", "C", "C", "C", "C", "C", "C", "C", "C", "C", "C", "C", "C", "C", "C", "C", "C", "C", "C", "C", "C", "C", "C", "C", "C", "C", "C", "C", "C", "H", "H", "H", "H", "H", "H", "H", "H", "H", "H", "H", "H", "H", "H", "H", "H", "H", "H", "H", "H", "H", "H", "H", "H", "H", "H", "H", "H", "H", "H"], "xyz": [[-0.24571, 0.34080, 0.55604], [-2.91169, -0.74665, -0.33729], [-1.21605, -2.15468, 4.64347], [2.05861, 0.27953, 3.49194], [3.84961, 1.23140, 1.20893], [-1.07427, -0.82320, 2.48289], [1.55258, 1.04657, 1.36425], [2.35473, -2.69037, -0.20101], [1.38458, 0.40732, -1.17301], [0.59578, -3.63321, -1.36172], [0.19173, -1.83537, 0.07034], [-0.75843, 1.94283, 2.29432], [-3.28328, 0.73780, -1.54049], [-0.67635, -3.45233, -2.04589], [-2.36406, 1.80594, -1.54672], [1.10435, -5.00465, -1.38742], [-2.55805, -1.18882, 4.20516], [1.20905, 0.13742, -2.46851], [-1.17712, 1.84611, -0.75375], [0.23377, 2.39777, 4.43082], [2.77255, 1.02645, 0.72025], [3.36444, -3.21314, -1.11361], [-2.71261, 2.88317, -2.41332], [-3.89101, 2.82539, -3.19564], [3.68504, 0.88990, -1.61447], [2.23646, 0.21121, -3.38961], [1.04180, -2.71159, -0.47890], [-1.80990, 3.46359, 3.79888], [3.49775, 0.60209, -2.95750], [0.23153, 1.78759, 3.19315], [-4.41989, 0.67077, -2.28373], [-0.40710, -1.66572, 3.23989], [2.88943, -2.24047, 1.07863], [1.40644, 0.95989, 2.74266], [2.60613, 0.77238, -0.75746], [-1.86069, 4.00922, -2.47007], [-0.73251, 4.06751, -1.70302], [-0.81067, 3.26001, 4.73933], [-0.40168, 2.99197, -0.85952], [-2.30959, -0.55170, 3.03854], [-1.75325, 2.77575, 2.59895], [-4.72557, 1.74677, -3.13897], [4.31648, 0.68545, -3.65947], [4.19960, -2.51243, -1.13505], [3.74778, -4.18203, -0.78967], [-2.52737, 2.88945, 1.84882], [3.27884, -3.09433, 1.63837], [-5.62665, 1.70448, -3.73465], [2.04709, -0.02442, -4.42708], [0.20062, -0.12552, -2.76803], [-0.84949, -2.40111, -2.26781], [1.05432, 2.21287, 5.11032], [1.80058, -5.17301, -0.57068], [-4.12263, 3.66284, -3.84163], [-0.08523, 4.93391, -1.74302], [-2.62525, 4.14716, 3.98656], [0.50750, 3.08721, -0.26958], [3.71429, -1.54772, 0.91932], [-0.83733, 3.77279, 5.69131], [0.26552, -5.69009, -1.26205], [-3.44738, -1.14027, 4.81206], [0.58919, -2.01581, 3.01620], [4.64020, 1.20691, -1.21904], [-0.74043, -2.22803, -0.00420], [2.12821, -1.75209, 1.67246], [1.59905, -5.23788, -2.33094], [-0.63706, -3.99762, -2.98730], [-2.12393, 4.82635, -3.13026], [-5.07980, -0.18363, -2.21760], [-1.51915, -3.84463, -1.46619], [-2.99846, 0.11321, 2.54183], [2.96401, -3.29729, -2.11980]], "atomic_forces_ev_per_a": [[-0.3, -0.6, -0.5], [0.0, 0.5, -0.1], [0.1, 0.1, -0.2], [0.1, 0.2, 0.0], [0.0, 0.0, 0.1], [-0.1, 0.0, -0.2], [-0.2, -0.3, -0.1], [0.1, 0.1, 0.1], [0.2, 0.2, 0.5], [-0.1, 0.0, 0.0], [-0.3, 0.2, 0.1], [0.7, -0.2, 0.0], [0.0, -0.3, 0.1], [0.0, 0.0, 0.0], [0.0, 0.2, -0.1], [0.1, -0.1, 0.0], [0.1, 0.0, 0.0], [-0.3, 0.0, 0.0], [-0.3, 0.2, -0.4], [0.0, -0.1, -0.1], [0.4, 0.0, -0.2], [0.1, 0.0, -0.1], [0.1, -0.1, 0.1], [-0.1, 0.0, 0.0], [0.0, 0.0, 0.0], [0.1, 0.0, 0.0], [0.0, 0.0, -0.2], [0.1, 0.0, 0.1], [-0.1, 0.0, 0.0], [0.0, 0.2, 0.4], [0.0, -0.2, 0.1], [0.0, -0.1, 0.1], [0.1, -0.1, 0.0], [0.4, 0.2, 0.6], [0.1, -0.1, -0.1], [0.0, 0.0, 0.0], [0.0, 0.1, 0.0], [-0.1, 0.0, -0.1], [-0.1, -0.2, 0.1], [-0.1, 0.0, 0.2], [-0.3, -0.1, -0.3], [0.0, 0.1, -0.1], [0.0, 0.0, 0.0], [0.0, 0.0, 0.0], [0.0, 0.0, 0.0], [0.0, 0.0, 0.0], [0.0, 0.0, 0.0], [0.0, 0.0, 0.0], [0.0, 0.0, 0.0], [0.0, 0.0, 0.0], [0.0, 0.0, 0.0], [0.0, 0.0, 0.0], [-0.1, 0.0, 0.0], [0.0, 0.0, 0.0], [0.0, 0.0, 0.0], [0.0, 0.0, 0.0], [0.0, 0.0, 0.0], [0.0, 0.1, 0.0], [0.0, 0.0, 0.0], [0.0, 0.0, 0.0], [0.0, 0.0, 0.0], [-0.1, 0.0, 0.0], [0.0, 0.0, 0.0], [0.0, -0.2, 0.1], [0.0, 0.1, 0.0], [0.0, 0.0, 0.0], [0.0, 0.0, 0.0], [0.0, 0.0, 0.0], [0.0, 0.0, 0.0], [0.0, 0.0, 0.0], [0.0, 0.0, 0.0], [0.0, 0.0, 0.0]]}

[2]
{"formula": "C30H30Cl3O5P2RuS2", "method": "ωB97M-V with the def2-TZVPD basis set", "total_charge": -1, "de_lowest_kcal_mol": 32.65, "energy_ev": -122237.451, "e_homo_ev": [-4.31, -4.42], "homo_lumo_gap_ev": [6.61, 6.72], "species": ["Ru", "Cl", "Cl", "Cl", "S", "S", "P", "P", "O", "O", "O", "O", "O", "C", "C", "C", "C", "C", "C", "C", "C", "C", "C", "C", "C", "C", "C", "C", "C", "C", "C", "C", "C", "C", "C", "C", "C", "C", "C", "C", "C", "C", "C", "H", "H", "H", "H", "H", "H", "H", "H", "H", "H", "H", "H", "H", "H", "H", "H", "H", "H", "H", "H", "H", "H", "H", "H", "H", "H", "H", "H", "H", "H"], "xyz": [[-0.72648, -0.18360, -0.72730], [-5.27798, 0.51468, 0.46927], [-2.39644, -4.53882, -2.36738], [2.38906, -6.92892, -2.26773], [-2.62110, 1.21122, -0.75886], [1.43597, -0.99480, -3.42214], [0.32719, 0.40476, 2.09079], [-0.28884, -0.18885, -2.94087], [-0.41795, 1.32885, -3.53605], [-0.75962, -0.55919, 1.77778], [-1.43375, -0.95038, -3.80286], [1.22407, -1.21244, 0.11013], [-1.01637, -2.35445, -0.89800], [2.87915, -2.10004, 3.96421], [4.07234, -1.39539, 4.00113], [4.15497, -0.14151, 3.41929], [1.32135, 3.54083, -1.14356], [1.41623, -5.53823, -1.86668], [-0.00953, 2.74366, 0.68468], [-1.86087, 1.88370, 5.16488], [1.76860, -1.54810, 3.34999], [-3.47587, 0.58589, 0.69553], [1.94354, -4.47886, -1.18868], [2.11587, 2.41147, -1.05403], [1.85244, 1.44621, -0.09728], [-0.28017, 1.54472, -4.93798], [0.76831, 1.58260, 0.77790], [1.84893, -0.28832, 2.77011], [-0.23469, 1.48870, 3.44135], [-3.68131, -1.28850, -2.92984], [-0.25328, -3.30186, -1.22348], [-1.40832, 1.13932, 4.08887], [0.06416, -5.52970, -2.23202], [0.26210, 3.70934, -0.26535], [-1.17389, 2.70246, -5.34144], [0.48610, 2.59241, 3.87959], [-1.14024, 2.97905, 5.59957], [0.03576, 3.33652, 4.95238], [-2.74453, -0.41374, -3.72504], [-0.73182, -4.46650, -1.92233], [1.74545, -2.29610, -0.16001], [1.13411, -3.37185, -0.87425], [3.04670, 0.41439, 2.80447], [-4.64227, -0.78400, -2.84517], [-1.96491, 0.28709, 3.72988], [2.48933, 0.57359, -0.03375], [-2.18821, 2.53047, -4.99003], [1.39407, 2.88534, 3.37001], [-3.33751, 1.23080, 1.56644], [-3.28881, -1.46925, -1.91295], [3.12202, 1.38498, 2.33857], [2.98602, -4.47097, -0.89594], [1.51507, 4.27924, -1.90722], [-3.09285, -0.32520, -4.76293], [4.94103, -1.82693, 4.47882], [0.77439, 1.76352, -5.14908], [0.83616, -2.09319, 3.29719], [-1.49066, 3.55870, 6.44139], [-3.82343, -2.24740, -3.41572], [-2.77918, 1.60674, 5.65941], [5.08709, 0.40402, 3.43753], [-0.82092, 3.63577, -4.91200], [-0.37394, 4.57914, -0.33335], [-0.35535, -6.37364, -2.75777], [-0.85595, 2.88348, 1.35058], [2.93435, 2.25961, -1.74188], [0.59510, 4.19816, 5.28129], [-3.16018, -0.42648, 0.93823], [2.77463, -2.48239, 0.20614], [-0.54519, 0.62953, -5.48598], [2.81487, -3.08250, 4.40866], [-1.19615, 2.80813, -6.42628], [-2.70791, 0.59297, -3.29284]], "atomic_forces_ev_per_a": [[0.4, -1.6, 0.2], [0.0, 0.0, 0.0], [-0.2, 0.1, 0.0], [0.1, -0.1, 0.0], [0.3, -0.4, -0.2], [0.1, 0.0, -0.2], [0.3, 1.1, 0.1], [0.0, 0.4, 1.0], [0.0, 0.2, 0.0], [-0.3, -0.3, -0.3], [0.4, -0.3, 0.0], [0.1, 0.0, -0.5], [-0.8, 0.7, -0.3], [0.0, 0.0, 0.0], [0.0, -0.1, 0.1], [0.1, 0.0, 0.0], [-0.1, 0.0, 0.0], [0.1, 0.1, 0.1], [-0.2, 0.0, 0.1], [-0.1, 0.0, 0.1], [0.0, 0.0, 0.0], [0.1, 0.1, 0.2], [-0.1, 0.0, 0.0], [0.0, 0.0, 0.0], [0.2, -0.2, 0.1], [0.2, -0.1, -0.1], [0.2, 0.4, 0.2], [-0.1, -0.1, -0.1], [0.1, -0.2, 0.0], [0.2, 0.0, 0.5], [0.4, -0.2, 0.1], [-0.1, -0.1, -0.1], [0.1, 0.0, 0.0], [0.0, 0.0, 0.0], [0.1, -0.2, 0.0], [0.1, 0.1, 0.0], [0.1, 0.1, 0.1], [-0.1, 0.0, 0.0], [-0.5, 0.3, -0.2], [0.0, 0.0, 0.1], [-0.3, 0.1, 0.0], [0.1, 0.1, 0.0], [-0.1, 0.0, 0.0], [-0.1, 0.0, 0.1], [-0.1, -0.1, 0.0], [-0.1, 0.1, -0.1], [-0.1, 0.0, 0.0], [0.1, 0.0, 0.0], [0.0, -0.1, -0.1], [-0.1, 0.1, -0.5], [0.0, 0.1, 0.0], [0.0, 0.0, 0.0], [0.0, 0.1, -0.1], [0.0, 0.0, 0.1], [0.0, 0.0, 0.0], [-0.1, -0.1, 0.0], [-0.1, 0.0, 0.0], [0.0, 0.1, 0.1], [0.0, -0.2, -0.1], [-0.1, 0.0, 0.1], [0.1, 0.0, 0.0], [0.0, 0.1, 0.1], [-0.1, 0.1, 0.0], [0.0, -0.1, 0.0], [0.1, 0.0, -0.1], [0.0, 0.0, -0.1], [0.1, 0.1, 0.1], [0.0, 0.1, 0.0], [-0.1, 0.0, 0.0], [0.0, 0.2, 0.1], [0.0, -0.1, 0.0], [0.0, 0.0, -0.1], [-0.1, -0.2, -0.1]]}